Here is 9 unconnected molecules or ions with the total composition C45H64BBrF16N5O31S2 in a non-equilibrium geometry from the Open Molecules 2025 dataset. Energies are from wB97M-V/def2-TZVPD.

Output
Highest occupied orbital energy ... -11.07 eV
Maximum force ... 0.0285 hartree/bohr
Total charge ... +1
E_tot ... -9352.1688 a.u.

Each line ends with the Mulliken charge.
CARTESIAN COORDINATES (ANGSTROEM)
C1 4.4566 -1.1636 -1.8556  -1.0373
C2 3.0681 -0.6888 -2.2722  -1.1042
Br1 3.3237 0.8795 -3.4353  -0.1074
C3 1.8651 -0.4522 -1.3176  -1.4381
N1 1.9880 -0.2121 0.1850  1.9471
C4 3.0377 0.8756 0.3983  -1.9118
C5 2.7685 2.2163 -0.2658  -0.0403
C6 4.0345 3.0609 -0.3893  0.2397
F1 3.7232 4.0843 -1.2227  -0.3886
F2 5.0372 2.3721 -0.9645  -0.2077
C7 4.5447 3.7746 0.9328  0.5156
F3 3.4832 3.9612 1.7225  -0.1270
F4 5.0400 4.9642 0.6063  -0.2926
S1 5.9219 2.9152 1.9637  1.3099
F5 4.9373 2.6814 3.2002  -0.2775
F6 5.4857 1.4744 1.4018  -0.2405
F7 6.9125 3.1076 0.7445  -0.3255
F8 6.3524 4.3012 2.5801  -0.3194
F9 7.0687 2.2120 2.7700  -0.3082
C8 0.6411 0.3073 0.7333  -0.9297
S2 -0.8511 -0.6414 0.1625  1.8063
O1 -0.4725 -1.7774 -0.6223  -0.8389
O2 -1.7507 -0.8738 1.2457  -0.4068
C9 -1.9361 0.3926 -1.0381  -0.1042
F10 -2.7072 1.1780 -0.2993  -0.2821
F11 -2.6782 -0.5664 -1.6142  -0.1862
C10 -1.2952 1.2573 -2.1548  0.9545
F12 -2.2887 1.9858 -2.6815  -0.3282
F13 -0.3962 2.1016 -1.6036  -0.1575
C11 -0.6008 0.4675 -3.3292  0.4797
F14 0.5867 1.0234 -3.5703  -0.0470
F15 -0.4529 -0.8216 -3.0779  -0.1904
F16 -1.3166 0.5900 -4.4410  -0.2585
C12 0.6492 0.6521 2.2685  -1.0588
O3 1.2558 1.9702 2.3351  -0.3598
N2 0.7374 2.6067 3.5295  0.3982
O4 1.1285 3.6855 3.6320  -0.4831
B1 -0.8773 0.8694 2.9327  0.4429
O5 -1.0496 0.2233 4.1216  -0.0815
N3 -1.8633 1.6730 2.3006  0.9859
C13 -3.0827 1.8839 3.1021  -1.2872
C14 -1.5447 2.9101 1.5825  -1.2899
N4 1.4882 -0.3007 2.9714  1.4472
C15 2.4207 0.1168 4.0067  -0.7510
C16 1.9726 -0.2382 5.4416  -1.2684
C17 1.5860 -1.7031 5.5595  0.2736
N5 2.6456 -2.5973 5.4713  -0.2776
O6 0.4421 -2.0820 5.6314  -0.5909
C18 1.6930 -1.6131 2.3845  -0.5852
C19 0.4710 -2.5460 2.5246  -1.3443
C20 2.4101 -1.5495 1.0012  1.0955
C21 2.1951 -2.8387 0.2177  -1.8992
O7 3.7735 -1.3382 1.2114  -0.3005
H1 4.9508 -1.5406 -2.7530  0.5581
H2 4.4313 -1.9564 -1.1152  0.1250
H3 5.0760 -0.3499 -1.4753  0.2818
H4 2.6697 -1.4010 -2.9967  1.0218
H5 1.3267 0.4190 -1.6989  -0.9485
H6 1.1806 -1.2840 -1.4232  1.5856
H7 3.9498 0.4588 -0.0077  1.7055
H8 3.2090 0.9744 1.4643  0.7295
H9 2.0333 2.8287 0.2536  0.0524
H10 2.4401 2.1197 -1.3024  -0.0928
H11 0.4938 1.2830 0.2627  -0.3015
H12 -1.7671 -0.4080 4.2162  0.2399
H13 -3.5967 0.9403 3.2852  0.3717
H14 -2.8341 2.3423 4.0676  0.3105
H15 -3.7439 2.5625 2.5663  0.2124
H16 -2.3907 3.1916 0.9509  0.3486
H17 -1.3572 3.7429 2.2689  0.4199
H18 -0.6702 2.8098 0.9390  0.2107
H19 2.5964 1.1906 3.9705  0.2085
H20 3.4026 -0.3286 3.8043  0.7674
H21 2.8170 -0.0320 6.1084  0.6330
H22 1.1085 0.3572 5.7350  0.2641
H23 2.4941 -3.4523 5.9914  0.2990
H24 3.5528 -2.2049 5.6789  0.2077
H25 2.4613 -2.0814 3.0031  1.3777
H26 -0.0418 -2.7939 1.6047  -0.2136
H27 -0.2451 -2.0917 3.2054  0.2641
H28 0.7826 -3.4871 2.9825  0.2451
H29 2.5731 -2.8029 -0.8009  0.1685
H30 2.7739 -3.5940 0.7550  0.5252
H31 1.1647 -3.1700 0.1894  0.2242
H32 4.1398 -2.1137 1.6918  0.9142
C22 6.4289 -6.2861 1.3274  -0.4243
C23 6.5761 -5.2967 0.1826  -0.2963
O8 5.5898 -4.2997 0.5269  -0.1429
C24 5.3698 -4.3722 1.8481  0.4844
O9 4.7149 -3.5702 2.4625  -0.6127
O10 5.9478 -5.4382 2.3896  -0.3816
H33 7.3566 -6.7568 1.6352  0.3119
H34 5.6733 -7.0466 1.1332  0.2829
H35 7.5530 -4.8145 0.1667  0.2712
H36 6.3488 -5.7072 -0.7958  0.3188
C25 -2.4084 -4.2380 0.8791  0.5230
C26 -2.9295 -5.2421 -0.1334  -0.1137
O11 -1.9219 -6.2637 -0.0752  -0.3938
C27 -1.2953 -6.1896 1.1171  0.7073
O12 -0.5050 -6.9790 1.5234  -0.5727
O13 -1.6699 -5.0691 1.7798  -0.3862
H37 -3.1965 -3.7110 1.4112  0.4064
H38 -1.7171 -3.5185 0.4441  -0.5139
H39 -3.8897 -5.6553 0.1568  0.0674
H40 -2.9949 -4.8493 -1.1456  0.3600
C28 2.3230 6.1111 7.4464  -0.3533
C29 2.2244 4.6185 7.1757  0.0804
O14 0.9009 4.3164 7.6166  -0.3131
C30 0.1585 5.4523 7.5700  0.6441
O15 -1.0185 5.4956 7.7017  -0.5212
O16 0.9571 6.5206 7.3413  -0.3335
H41 2.9212 6.6569 6.7224  0.3013
H42 2.6812 6.3262 8.4540  0.2709
H43 2.2933 4.3862 6.1105  -0.0706
H44 2.9418 4.0175 7.7277  0.3178
C31 -8.1629 4.5041 3.6918  -0.3074
C32 -7.5437 3.5287 4.6794  -0.2744
O17 -6.7960 2.6632 3.8121  -0.3113
C33 -6.5278 3.3282 2.6692  0.6900
O18 -5.7798 2.9402 1.8258  -0.5869
O19 -7.2106 4.4866 2.6189  -0.3150
H45 -8.2641 5.5167 4.0697  0.2874
H46 -9.1220 4.1557 3.3075  0.2703
H47 -6.8491 4.0148 5.3652  0.2633
H48 -8.2654 2.9435 5.2408  0.2732
C34 -0.7418 -2.9236 -6.9946  -0.3916
C35 0.1639 -1.9107 -6.3135  0.5244
O20 1.3407 -2.6746 -6.0582  -0.2339
C36 1.3783 -3.7170 -6.9353  0.5992
O21 2.3082 -4.4368 -7.0762  -0.5218
O22 0.2088 -3.8001 -7.6058  -0.3306
H49 -1.3982 -2.4984 -7.7481  0.3278
H50 -1.3332 -3.4979 -6.2791  0.2840
H51 0.4160 -1.0801 -6.9768  0.1958
H52 -0.2353 -1.5249 -5.3831  -0.5330
C37 -0.3425 3.7385 -5.3371  0.2010
C38 0.9373 3.3467 -6.0550  -0.0131
O23 0.6144 3.6532 -7.4128  -0.3555
C39 -0.3763 4.5729 -7.4288  0.5512
O24 -0.7993 5.0861 -8.4121  -0.5123
O25 -0.8651 4.7670 -6.1793  -0.3913
H53 -0.1748 4.1262 -4.3349  0.2162
H54 -1.0663 2.9229 -5.3006  0.0255
H55 1.7924 3.9497 -5.7462  0.2314
H56 1.1872 2.2929 -5.9661  0.0971
C40 -2.8334 2.8027 -9.2677  0.5444
C41 -4.2348 3.3721 -9.1368  -0.3518
O26 -5.0516 2.2351 -9.4429  -0.3464
C42 -4.3432 1.1125 -9.1921  0.6589
O27 -4.7897 0.0118 -9.1706  -0.5250
O28 -3.0457 1.4187 -8.9550  -0.3328
H57 -2.1180 3.2299 -8.5799  -0.5309
H58 -2.4465 2.8830 -10.2839  0.2655
H59 -4.4591 3.6942 -8.1185  0.2731
H60 -4.4516 4.1799 -9.8288  0.3226
C43 -7.4499 -5.5842 -1.2488  -0.3217
C44 -8.4876 -5.5597 -0.1386  -0.3415
O29 -7.7666 -6.1348 0.9573  -0.3599
C45 -6.4483 -5.9682 0.7474  0.6948
O30 -5.5939 -6.1879 1.5455  -0.5178
O31 -6.2224 -5.5091 -0.5101  -0.2967
H61 -7.5132 -4.7452 -1.9353  0.2878
H62 -7.4607 -6.5204 -1.8076  0.2641
H63 -8.7820 -4.5453 0.1337  0.2590
H64 -9.3715 -6.1558 -0.3433  0.2974

Forces on the atoms, in the same order (eV/Å):
0.08 0.11 -0.06
-0.03 -0.03 -0.10
0.78 0.07 -0.12
-0.24 0.12 -0.08
-0.32 -0.19 0.16
0.30 -0.04 0.16
-0.21 0.08 -0.01
-0.03 0.08 0.15
-0.03 0.02 -0.02
0.07 -0.01 -0.12
0.05 -0.04 -0.07
-0.05 0.08 0.11
0.06 -0.05 -0.02
-0.22 -0.16 -0.08
0.07 -0.01 -0.13
0.19 0.21 0.11
-0.06 0.01 0.14
-0.05 -0.03 -0.04
-0.02 0.00 -0.02
0.26 0.70 -0.18
-0.88 -0.83 0.38
0.14 0.02 -0.09
0.24 0.19 0.04
0.23 -0.05 0.19
0.05 -0.19 -0.27
0.00 0.22 0.08
-0.43 -0.17 -0.08
0.21 0.02 0.05
0.01 0.01 0.07
-0.45 0.63 -0.59
-0.43 -0.12 -0.08
0.17 -0.10 0.09
-0.25 -0.10 0.02
-0.20 -0.25 0.39
0.06 0.07 -0.07
-0.12 -0.02 -0.18
0.17 0.07 -0.03
-0.03 -0.33 -0.52
0.09 -0.33 -0.31
0.54 0.98 0.94
0.14 0.11 0.02
-0.16 -0.20 -0.22
0.48 0.34 -0.63
-0.01 -0.02 0.35
0.06 -0.09 -0.25
0.11 0.01 -0.14
0.10 0.21 0.55
-0.03 -0.02 0.20
-0.29 0.11 0.16
-0.01 -0.07 0.15
0.27 -0.22 0.15
0.00 0.01 -0.13
-0.07 0.09 -0.08
-0.04 0.03 0.08
-0.05 -0.03 0.05
-0.09 -0.05 0.05
0.01 -0.04 0.16
0.30 -0.17 0.33
0.44 0.06 0.02
-0.14 -0.06 -0.04
-0.24 -0.03 -0.02
0.02 -0.09 0.12
0.09 -0.08 0.09
0.00 -0.18 -0.08
-0.15 0.18 0.21
-0.05 0.07 -0.07
-0.06 -0.09 -0.04
-0.07 -0.29 0.03
0.10 0.02 0.06
-0.01 0.00 0.01
0.01 -0.01 0.03
-0.02 -0.06 -0.05
-0.13 -0.07 -0.03
-0.13 0.08 0.04
0.03 -0.05 -0.04
-0.16 -0.15 -0.35
0.03 0.00 -0.08
-0.02 0.06 -0.08
-0.03 0.03 -0.03
0.08 -0.03 -0.02
-0.05 0.02 -0.12
0.12 0.00 0.08
-0.08 0.03 -0.01
0.07 0.05 -0.06
0.01 -0.07 -0.07
0.00 -0.02 -0.12
0.06 -0.07 0.03
0.02 0.02 0.01
-0.07 -0.01 -0.01
0.03 0.07 -0.03
0.00 -0.02 0.05
0.02 0.07 0.06
0.00 0.00 -0.01
0.01 -0.01 0.00
-0.09 0.02 0.01
-0.15 -0.03 -0.05
0.04 0.17 -0.02
-0.05 -0.05 -0.06
0.05 -0.01 0.00
0.00 0.03 -0.01
0.01 0.05 0.06
0.03 -0.08 0.12
-0.07 0.00 -0.10
0.10 -0.10 0.07
0.14 -0.05 -0.03
0.04 -0.07 0.03
0.09 0.03 -0.09
-0.04 -0.05 0.01
0.03 -0.02 -0.03
0.00 0.00 -0.01
-0.03 0.06 0.02
-0.06 0.00 -0.04
-0.01 0.00 0.01
0.04 0.04 0.00
-0.05 0.01 0.07
-0.04 -0.05 0.07
-0.02 0.09 0.01
0.02 -0.02 0.03
0.04 -0.03 -0.02
-0.13 0.08 -0.06
-0.03 0.03 -0.04
0.07 0.02 -0.02
-0.01 0.00 0.01
-0.01 0.01 0.00
0.00 -0.05 -0.06
-0.03 0.04 0.10
-0.15 0.10 -0.24
0.06 0.02 0.11
-0.02 0.00 -0.01
0.00 0.00 0.01
0.03 -0.05 -0.02
0.08 -0.02 -0.08
0.00 0.01 0.01
0.00 0.00 0.00
0.02 -0.10 0.05
0.11 -0.06 0.18
-0.02 -0.01 0.09
0.09 0.03 0.00
-0.13 -0.14 -0.11
0.10 0.20 0.10
0.06 0.01 -0.03
-0.04 0.12 -0.04
0.01 -0.01 -0.02
-0.01 0.03 0.00
-0.03 -0.03 -0.09
-0.12 0.01 -0.11
0.08 0.04 0.06
-0.03 -0.03 0.00
-0.03 0.02 0.01
0.02 0.00 0.02
0.08 -0.04 0.02
-0.04 -0.07 0.02
0.01 -0.02 0.00
0.02 0.02 0.00
-0.03 -0.07 -0.06
-0.07 -0.05 -0.01
0.00 0.05 -0.08
-0.02 0.00 0.05
-0.04 -0.04 0.05
-0.05 0.07 -0.07
-0.03 0.01 0.00
0.04 0.04 0.04
-0.02 0.00 0.00
0.00 0.00 -0.01
0.03 -0.06 0.03